[1]
Computed, not measured: a molecular structure, C72H82AsO4PSc at a distorted geometry, with ωB97M-V with the def2-TZVPD basis set.

```
161
Properties=species:S:1:pos:R:3:lowdin_charge:R:1
Sc -0.57 -0.17 -1.26 1.062
C -2.45 -2.83 -0.27 0.006
O -1.68 -1.61 -0.13 -0.268
C -1.75 -1.03 1.15 -0.196
C -0.67 -1.18 2.01 -0.099
C 0.66 -1.78 1.62 -0.054
C 1.71 -0.69 1.52 -0.121
C 2.43 -0.33 2.65 0.017
C 3.33 0.73 2.66 -0.157
C 3.49 1.43 1.47 0.031
C 2.79 1.09 0.31 -0.148
C 3.04 1.81 -0.98 -0.051
C 2.03 2.79 -1.57 -0.086
C 2.59 3.74 -2.43 0.025
C 1.83 4.61 -3.20 -0.152
C 0.45 4.46 -3.14 0.017
C -0.17 3.54 -2.32 -0.099
C -1.67 3.36 -2.51 -0.057
C -2.55 3.07 -1.33 -0.149
C -3.11 4.10 -0.59 0.018
C -3.97 3.86 0.48 -0.159
C -4.27 2.54 0.77 0.025
C -3.71 1.48 0.05 -0.126
C -3.97 0.05 0.49 -0.052
C -2.92 -0.34 1.51 -0.113
C -3.01 0.12 2.80 0.035
C -1.97 -0.04 3.73 -0.134
C -0.82 -0.67 3.30 0.045
C -2.12 0.54 5.14 -0.549
C -0.97 0.14 6.05 -0.055
C -3.43 0.05 5.76 -0.040
C -2.15 2.07 5.03 -0.031
C -2.83 1.75 -0.99 -0.268
O -2.19 0.74 -1.64 -0.179
C -4.54 5.03 1.29 -0.559
C -3.37 5.81 1.92 -0.043
C -5.33 5.96 0.36 -0.043
C -5.47 4.56 2.40 -0.063
C 0.63 2.76 -1.48 -0.154
O 0.00 1.93 -0.54 -0.218
C -0.14 2.49 0.78 0.033
C 2.45 5.69 -4.09 -0.558
C 2.01 5.46 -5.54 -0.044
C 3.98 5.68 -4.04 -0.066
C 1.96 7.06 -3.62 -0.041
C 1.92 0.02 0.34 -0.275
O 1.24 -0.32 -0.78 -0.217
C 4.11 1.06 3.94 -0.558
C 4.95 2.33 3.78 -0.065
C 3.13 1.26 5.10 -0.049
C 5.05 -0.11 4.26 -0.042
H -1.98 -3.61 0.32 0.104
H -2.44 -3.09 -1.33 0.095
H -3.47 -2.65 0.07 0.107
H 0.58 -2.33 0.67 0.096
H 0.97 -2.51 2.37 0.106
H 2.28 -0.91 3.56 0.114
H 4.17 2.27 1.42 0.113
H 3.21 1.06 -1.75 0.135
H 3.98 2.37 -0.89 0.120
H 3.67 3.78 -2.49 0.109
H -0.18 5.08 -3.77 0.118
H -1.80 2.54 -3.22 0.129
H -2.04 4.25 -3.02 0.124
H -2.87 5.12 -0.87 0.125
H -4.95 2.29 1.57 0.105
H -3.97 -0.61 -0.37 0.111
H -4.96 0.00 0.96 0.133
H -3.90 0.67 3.09 0.120
H 0.02 -0.77 3.98 0.106
H -0.87 -0.95 6.13 0.094
H -1.15 0.53 7.05 0.092
H -0.01 0.54 5.71 0.071
H -3.48 -1.04 5.77 0.094
H -4.31 0.42 5.22 0.078
H -3.51 0.40 6.79 0.090
H -1.21 2.45 4.60 0.089
H -2.28 2.52 6.01 0.093
H -2.97 2.41 4.39 0.071
H -2.69 6.19 1.16 0.079
H -2.80 5.17 2.59 0.083
H -3.75 6.66 2.49 0.088
H -4.69 6.39 -0.42 0.078
H -5.76 6.79 0.93 0.087
H -6.14 5.43 -0.14 0.093
H -4.95 3.92 3.12 0.075
H -6.33 4.02 2.01 0.090
H -5.85 5.43 2.95 0.089
H -0.71 3.42 0.71 0.105
H 0.85 2.65 1.21 0.104
H -0.70 1.77 1.38 0.101
H 2.30 4.46 -5.89 0.091
H 2.48 6.20 -6.19 0.088
H 0.93 5.56 -5.66 0.078
H 4.39 4.73 -4.40 0.089
H 4.35 5.85 -3.03 0.088
H 4.36 6.47 -4.67 0.089
H 0.87 7.14 -3.66 0.079
H 2.38 7.85 -4.25 0.089
H 2.27 7.26 -2.59 0.093
H 4.33 3.19 3.53 0.089
H 5.72 2.22 3.02 0.086
H 5.45 2.55 4.72 0.088
H 2.45 2.09 4.90 0.090
H 3.68 1.49 6.02 0.089
H 2.54 0.37 5.30 0.066
H 5.74 -0.29 3.44 0.091
H 4.49 -1.03 4.44 0.078
H 5.63 0.11 5.16 0.088
C 0.11 -4.29 -1.83 -0.399
C 1.10 -5.37 -2.25 -0.425
As 1.11 -7.00 -1.16 1.315
C -0.79 -7.41 -1.14 -0.420
C -1.36 -8.08 -0.06 -0.133
C -2.70 -8.45 -0.08 -0.077
C -3.48 -8.18 -1.20 -0.084
C -2.91 -7.55 -2.29 -0.081
C -1.58 -7.17 -2.26 -0.128
C 1.33 -6.11 0.57 -0.417
C 2.64 -5.86 0.96 -0.129
C 2.91 -5.26 2.19 -0.077
C 1.87 -4.94 3.05 -0.099
C 0.56 -5.18 2.67 -0.094
C 0.29 -5.75 1.43 -0.125
P 0.34 -2.62 -2.56 1.078
C 2.14 -2.43 -2.70 -0.363
C 2.77 -1.99 -3.85 -0.070
C 4.14 -1.76 -3.86 -0.069
C 4.89 -1.97 -2.71 -0.072
C 4.27 -2.42 -1.55 -0.059
C 2.91 -2.65 -1.55 -0.115
C -0.28 -2.73 -4.27 -0.363
C -0.43 -1.51 -4.95 -0.124
C -0.92 -1.47 -6.25 -0.066
C -1.30 -2.64 -6.88 -0.067
C -1.19 -3.85 -6.21 -0.063
C -0.68 -3.89 -4.92 -0.071
H 0.14 -4.17 -0.74 0.049
H -0.91 -4.57 -2.07 0.061
H 2.13 -5.00 -2.20 0.051
H 0.96 -5.70 -3.28 0.054
H -0.76 -8.31 0.82 0.104
H -3.12 -8.97 0.77 0.107
H -4.52 -8.48 -1.22 0.105
H -3.51 -7.36 -3.18 0.105
H -1.15 -6.70 -3.14 0.081
H 3.46 -6.15 0.32 0.096
H 3.94 -5.08 2.48 0.107
H 2.09 -4.51 4.02 0.107
H -0.25 -4.94 3.34 0.109
H -0.74 -5.93 1.15 0.088
H 2.20 -1.82 -4.76 0.099
H 4.62 -1.42 -4.77 0.108
H 5.96 -1.79 -2.72 0.107
H 4.85 -2.60 -0.65 0.111
H 2.44 -2.99 -0.63 0.103
H -0.15 -0.58 -4.47 0.098
H -1.02 -0.52 -6.76 0.111
H -1.69 -2.62 -7.89 0.111
H -1.49 -4.77 -6.69 0.111
H -0.61 -4.85 -4.42 0.075
```

Calculated values
E_HOMO in eV: -10.2
HOMO-LUMO gap in eV: 7.8
Energy in a.u.: -6431.631227
Total charge: +1


[2]
Computed, not measured: 16 unconnected molecules or ions with the total composition C2H35O16 at a distorted geometry, with ωB97M-V with the def2-TZVPD basis set.

```
53
Properties=species:S:1:pos:R:3:nbo_charge:R:1
C -12.71 -25.85 4.10 -0.626
C -12.68 -24.31 4.13 -0.039
O -11.57 -23.96 4.94 -0.995
H -11.92 -26.39 3.55 0.197
H -13.67 -26.14 3.66 0.186
H -12.64 -26.27 5.12 0.188
H -13.48 -23.95 4.66 0.112
H -12.84 -23.89 3.15 0.119
O -9.63 -21.58 3.56 -0.950
H -10.50 -21.32 3.79 0.460
H -9.72 -22.48 3.44 0.481
O -9.73 -27.51 2.11 -0.950
H -10.57 -27.28 1.80 0.489
H -9.84 -28.34 2.59 0.455
O -12.14 -26.44 0.76 -1.005
H -11.63 -25.66 0.66 0.505
H -13.02 -26.22 1.09 0.482
O -16.11 -23.20 2.89 -0.998
H -15.69 -23.80 2.32 0.484
H -15.59 -22.43 3.04 0.485
O -10.78 -24.04 0.90 -1.016
H -10.23 -24.23 1.66 0.511
H -11.38 -23.36 1.14 0.488
O -9.71 -26.44 5.09 -0.930
H -10.07 -26.38 5.92 0.477
H -10.43 -26.74 4.58 0.458
O -11.37 -21.32 5.93 -1.011
H -10.87 -21.28 6.78 0.463
H -11.35 -22.25 5.60 0.517
O -14.12 -21.68 4.05 -0.973
H -14.83 -21.32 4.56 0.476
H -13.77 -22.42 4.59 0.505
O -9.05 -23.29 6.28 -0.932
H -8.96 -22.90 7.16 0.445
H -9.77 -23.90 6.30 0.488
O -12.41 -23.69 7.52 -1.002
H -13.05 -23.00 7.40 0.473
H -12.17 -23.93 6.64 0.498
O -9.55 -24.30 3.44 -1.032
H -9.44 -25.18 3.69 0.488
H -10.38 -24.22 3.97 0.495
O -14.65 -24.70 0.92 -0.946
H -15.47 -24.74 0.37 0.472
H -14.25 -23.95 0.50 0.489
O -12.62 -22.13 1.45 -0.969
H -13.16 -22.41 2.18 0.492
H -12.70 -21.17 1.37 0.490
O -10.47 -26.12 7.88 -0.976
H -11.41 -26.05 7.63 0.491
H -10.34 -25.75 8.81 0.489
O -15.19 -23.20 6.29 -0.943
H -15.58 -23.71 5.61 0.481
H -15.99 -22.95 6.77 0.465
```

Calculated values
E_HOMO in eV: -5.4
HOMO-LUMO gap in eV: 7.6
Energy in a.u.: -1301.060458
Total charge: -1


[3]
Computed, not measured: C15H11ClFN5O in the gas phase, with ωB97M-V with the def2-TZVPD basis set.

```
34
Properties=species:S:1:pos:R:3:nbo_charge:R:1
O -0.46 -2.06 0.15 -0.634
C -0.50 -0.86 0.02 0.803
N -1.65 -0.12 -0.06 -0.607
C -2.97 -0.57 -0.01 0.068
C -3.34 -1.90 0.14 -0.224
C -4.68 -2.25 0.17 -0.206
C -5.67 -1.29 0.07 -0.218
C -5.32 0.04 -0.07 -0.290
C -3.99 0.38 -0.11 0.414
F -3.63 1.68 -0.25 -0.346
H -6.06 0.82 -0.15 0.230
H -6.71 -1.57 0.10 0.217
H -4.95 -3.29 0.29 0.217
H -2.57 -2.66 0.22 0.258
H -1.56 0.88 -0.17 0.408
N 0.61 -0.04 -0.06 -0.658
C 1.94 -0.40 -0.05 0.248
C 2.36 -1.73 -0.04 -0.275
C 3.70 -2.05 -0.06 -0.020
C 4.67 -1.06 -0.10 -0.252
C 4.28 0.26 -0.09 -0.186
C 2.93 0.61 -0.05 0.062
N 2.59 1.98 0.01 -0.173
C 3.37 3.02 0.36 0.190
N 2.69 4.14 0.28 -0.461
C 1.48 3.75 -0.12 0.162
N 1.37 2.46 -0.29 -0.330
H 0.66 4.43 -0.28 0.208
H 4.39 2.95 0.67 0.213
H 5.03 1.03 -0.13 0.217
H 5.72 -1.32 -0.13 0.232
Cl 4.17 -3.71 -0.06 0.023
H 1.61 -2.51 -0.03 0.275
H 0.48 0.97 -0.17 0.433
```

Calculated values
E_HOMO in eV: -8.4
HOMO-LUMO gap in eV: 8.7
SMILES: O=C(Nc1ccccc1F)Nc1cc(Cl)ccc1-n1cncn1
Energy in a.u.: -1487.334607


[4]
Computed, not measured: 4 unconnected molecules or ions with the total composition C4H14IO4 at a distorted geometry, with ωB97M-V with the def2-TZVPD basis set.

```
23
Properties=species:S:1:pos:R:3:nbo_charge:R:1
I -0.10 -2.01 -0.80 -0.999
C 3.65 -1.40 4.97 -0.235
O 3.66 -0.58 3.86 -0.746
H 3.20 -0.95 5.86 0.169
H 3.17 -2.34 4.68 0.168
H 4.65 -1.80 5.16 0.150
H 3.36 -0.94 3.02 0.493
C 0.96 -7.75 1.44 -0.254
O 0.20 -7.01 2.41 -0.733
H 0.20 -8.08 0.74 0.170
H 1.79 -7.18 1.02 0.176
H 1.39 -8.62 1.94 0.164
H 0.16 -6.13 2.04 0.476
C -2.72 6.06 -4.17 -0.069
C -2.64 4.90 -3.19 -0.089
O -1.97 3.80 -3.79 -0.741
O -3.64 6.96 -3.72 -0.726
H -2.84 5.70 -5.19 0.165
H -1.84 6.69 -4.28 0.152
H -3.58 4.39 -3.02 0.185
H -2.09 5.23 -2.31 0.164
H -1.65 3.19 -3.12 0.483
H -3.30 7.85 -3.57 0.475
```

Calculated values
E_HOMO in eV: -3.5
HOMO-LUMO gap in eV: 5.8
Energy in a.u.: -759.449314
Total charge: -1


[5]
Computed, not measured: C20H24N2O3S in the gas phase at a distorted geometry, with ωB97M-V with the def2-TZVPD basis set.

```
50
Properties=species:S:1:pos:R:3:nbo_charge:R:1
O 1.75 -3.20 3.76 -0.612
O -3.21 4.47 0.06 -0.939
O -3.42 2.61 -1.57 -0.897
C 1.13 -2.21 3.41 0.678
C -0.28 -0.84 0.34 -0.199
C -1.11 0.20 0.01 -0.236
C -0.04 1.74 -4.39 -0.207
C 1.48 1.33 -2.58 -0.209
C -0.62 1.21 2.14 -0.207
C -0.73 2.74 -3.59 -0.164
C 0.89 2.43 -1.87 -0.160
C 0.32 -0.94 1.59 0.139
C -1.24 1.27 0.92 0.110
C 1.00 1.00 -3.85 -0.011
C 0.18 0.16 2.51 -0.040
C -0.29 3.04 -2.28 -0.107
N 0.89 -2.12 2.06 -0.451
N -2.10 2.39 0.73 -0.864
C 1.56 -0.02 -4.69 -0.639
C -1.00 -4.12 0.74 -0.616
C 0.92 -1.16 4.50 -0.459
C 0.91 0.25 3.85 -0.426
C 1.32 -3.13 1.12 -0.223
C 0.44 -4.41 1.09 -0.406
C -0.97 4.05 -1.37 -0.639
S -2.54 3.41 -0.65 2.218
H -0.47 -1.73 -0.39 0.225
H -1.65 0.16 -0.99 0.244
H -0.34 1.40 -5.34 0.210
H 2.27 0.96 -2.08 0.208
H -0.84 1.95 2.95 0.216
H -1.68 3.09 -4.05 0.231
H 1.39 2.75 -0.94 0.207
H -2.66 2.69 1.51 0.418
H 1.17 -1.04 -4.59 0.229
H 2.65 -0.24 -4.47 0.219
H 1.50 0.33 -5.71 0.220
H -1.61 -5.02 0.96 0.215
H -1.12 -4.04 -0.30 0.198
H -1.40 -3.23 1.28 0.210
H 1.67 -1.28 5.29 0.250
H -0.11 -1.31 4.87 0.225
H 0.39 0.75 4.67 0.221
H 1.84 0.72 3.82 0.219
H 2.40 -3.39 1.43 0.230
H 1.44 -2.80 0.06 0.217
H 0.46 -4.95 2.03 0.219
H 0.84 -5.10 0.31 0.203
H -1.12 5.00 -1.88 0.271
H -0.25 4.18 -0.46 0.265
```

Calculated values
E_HOMO in eV: -7.9
HOMO-LUMO gap in eV: 8.4
SMILES: CCCN1C(=O)CCc2cc(NS(=O)(=O)Cc3ccc(C)cc3)ccc21
Energy in a.u.: -1509.854204


[6]
Computed, not measured: 7 unconnected molecules or ions with the total composition C4H23NO6 at a distorted geometry, with ωB97M-V with the def2-TZVPD basis set.

```
34
Properties=species:S:1:pos:R:3:nbo_charge:R:1
C 0.07 -2.19 -0.85 -0.633
C -0.26 -1.17 0.21 -0.048
C -0.75 -1.84 1.50 -0.385
C -1.27 -1.04 2.60 -0.575
N 1.01 -0.51 0.85 -0.926
H 0.59 -3.08 -0.47 0.217
H -0.85 -2.45 -1.29 0.213
H 0.71 -1.86 -1.64 0.221
H -0.92 -0.32 -0.06 0.196
H -1.52 -2.55 1.27 0.198
H 0.13 -2.55 1.81 0.177
H -0.57 -0.43 3.16 0.211
H -1.96 -0.21 2.14 0.159
H -1.67 -1.68 3.24 0.210
H 1.59 -0.02 0.11 0.413
H 1.55 -1.17 1.34 0.346
H -0.85 2.72 -0.09 0.513
H -1.46 3.99 -0.55 0.490
O -1.20 3.12 -0.90 -0.986
H -2.57 2.15 -2.36 0.473
H -3.42 1.22 -1.70 0.456
O -3.00 1.35 -2.51 -0.930
H 1.28 2.85 -2.90 0.489
H 0.12 2.70 -1.76 0.519
O 1.02 2.39 -2.14 -0.987
H 2.94 -2.09 -0.46 0.465
H 2.69 -2.98 0.79 0.463
O 3.17 -2.87 -0.12 -0.924
H -1.45 1.57 1.79 0.483
H 0.11 1.33 1.49 0.526
O -0.60 2.07 1.49 -0.999
H 2.93 0.97 -1.91 0.466
H 1.79 1.64 -1.12 0.503
O 2.62 0.94 -1.00 -1.015
```

Calculated values
E_HOMO in eV: -9.4
HOMO-LUMO gap in eV: 9.6
SMILES: CC[C@H](C)N.O.O.O.O.O.O
Energy in a.u.: -672.320190


[7]
Computed, not measured: C5H6O2 in the gas phase at a distorted geometry, with ωB97M-V with the def2-TZVPD basis set.

```
13
Properties=species:S:1:pos:R:3:nbo_charge:R:1
O 0.09 -2.38 -2.31 -0.699
C -0.87 -1.39 -1.96 -0.135
C -0.50 -0.59 -0.78 -0.042
C -0.16 0.02 0.20 -0.024
C 0.19 0.76 1.35 -0.482
C 0.95 1.89 1.36 0.247
O 0.94 2.64 2.45 -0.624
H 0.30 -2.87 -1.50 0.468
H -1.86 -1.84 -1.78 0.187
H -0.96 -0.74 -2.83 0.208
H 0.09 0.24 2.31 0.221
H 0.23 1.97 2.90 0.482
H 1.57 2.28 0.58 0.195
```

Calculated values
E_HOMO in eV: -8.5
HOMO-LUMO gap in eV: 9.2
SMILES: O/C=C/C#CCO
Energy in a.u.: -344.472030


[8]
Computed, not measured: a molecular structure, C16H28AlBO8 at a distorted geometry, with ωB97M-V with the def2-TZVPD basis set.

```
54
Properties=species:S:1:pos:R:3:nbo_charge:R:1
Al 10.05 -15.93 8.25 1.477
B 12.38 -14.70 9.85 -0.666
H 12.44 -14.30 8.85 0.101
H 12.53 -15.77 9.78 0.125
H 13.15 -14.23 10.45 0.276
H 11.39 -14.48 10.20 -0.016
O 12.34 -17.73 8.44 -0.581
C 13.29 -18.44 8.07 0.826
O 14.32 -17.90 7.58 -0.422
C 15.32 -18.89 7.31 -0.073
C 14.93 -20.08 8.13 -0.436
C 13.46 -19.94 8.22 -0.523
H 16.28 -18.47 7.63 0.221
H 15.35 -19.01 6.23 0.198
H 15.42 -19.89 9.09 0.231
H 15.25 -21.03 7.70 0.256
H 13.03 -20.32 9.14 0.270
H 13.08 -20.53 7.38 0.255
O 7.56 -14.46 7.96 -0.696
C 6.42 -14.01 7.75 0.854
O 5.50 -13.76 8.65 -0.443
C 4.33 -13.07 8.20 -0.081
C 4.71 -12.62 6.82 -0.429
C 5.87 -13.54 6.44 -0.528
H 4.07 -12.15 8.73 0.223
H 3.41 -13.65 8.14 0.211
H 5.09 -11.60 6.79 0.222
H 3.84 -12.66 6.17 0.241
H 6.70 -13.04 5.94 0.247
H 5.50 -14.39 5.86 0.253
O 12.21 -14.93 6.49 -0.537
C 13.18 -14.25 6.16 0.826
O 13.03 -13.10 5.66 -0.411
C 14.28 -12.45 5.35 -0.094
C 15.42 -13.36 5.81 -0.426
C 14.69 -14.68 6.29 -0.507
H 14.40 -11.45 5.77 0.232
H 14.48 -12.45 4.27 0.212
H 15.99 -12.95 6.64 0.233
H 16.10 -13.55 4.98 0.234
H 15.09 -14.98 7.26 0.264
H 14.93 -15.43 5.54 0.246
O 10.54 -16.97 5.63 -0.605
C 10.65 -17.76 4.68 0.830
O 9.67 -18.71 4.52 -0.457
C 9.87 -19.37 3.28 -0.087
C 11.35 -19.30 3.12 -0.420
C 11.77 -17.99 3.74 -0.525
H 9.31 -18.94 2.45 0.205
H 9.64 -20.43 3.37 0.221
H 11.71 -19.23 2.09 0.247
H 11.84 -20.09 3.70 0.216
H 11.78 -17.20 2.99 0.261
H 12.74 -17.98 4.24 0.250
```

Calculated values
E_HOMO in eV: -15.7
HOMO-LUMO gap in eV: 3.5
Energy in a.u.: -1494.763819
Total charge: +2


[9]
Computed, not measured: 3 unconnected molecules or ions with the total composition C2H7OS2 at a distorted geometry, with ωB97M-V with the def2-TZVPD basis set.

```
12
Properties=species:S:1:pos:R:3:lowdin_spin:R:1
C -0.42 -2.62 -1.67 0.006
O -0.99 -3.52 -2.27 0.005
H -0.70 -1.58 -1.66 0.000
H -2.53 4.88 -2.47 0.000
H 0.49 -2.81 -1.01 0.012
C 0.77 0.24 2.43 0.016
S 0.98 0.43 0.61 0.276
S 2.43 -1.10 0.29 0.677
H 1.74 -0.14 2.91 0.002
H 0.44 1.24 2.75 0.001
H -0.04 -0.51 2.63 0.005
H -2.16 5.48 -2.53 0.000
```

Calculated values
2S+1: 2
E_HOMO (alpha / beta) in eV: -9.3 / -9.5
HOMO-LUMO gap (alpha / beta) in eV: 9.3 / 7.2
Energy in a.u.: -951.905349


The highest energy belongs to which entry?
C5H6O2


What did the fourth record say?
Computed, not measured: 4 unconnected molecules or ions with the total composition C4H14IO4 at a distorted geometry, with ωB97M-V with the def2-TZVPD basis set.

```
23
Properties=species:S:1:pos:R:3:nbo_charge:R:1
I -0.10 -2.01 -0.80 -0.999
C 3.65 -1.40 4.97 -0.235
O 3.66 -0.58 3.86 -0.746
H 3.20 -0.95 5.86 0.169
H 3.17 -2.34 4.68 0.168
H 4.65 -1.80 5.16 0.150
H 3.36 -0.94 3.02 0.493
C 0.96 -7.75 1.44 -0.254
O 0.20 -7.01 2.41 -0.733
H 0.20 -8.08 0.74 0.170
H 1.79 -7.18 1.02 0.176
H 1.39 -8.62 1.94 0.164
H 0.16 -6.13 2.04 0.476
C -2.72 6.06 -4.17 -0.069
C -2.64 4.90 -3.19 -0.089
O -1.97 3.80 -3.79 -0.741
O -3.64 6.96 -3.72 -0.726
H -2.84 5.70 -5.19 0.165
H -1.84 6.69 -4.28 0.152
H -3.58 4.39 -3.02 0.185
H -2.09 5.23 -2.31 0.164
H -1.65 3.19 -3.12 0.483
H -3.30 7.85 -3.57 0.475
```

Calculated values
E_HOMO in eV: -3.5
HOMO-LUMO gap in eV: 5.8
Energy in a.u.: -759.449314
Total charge: -1


Among the records above, which one has the highest energy?
C5H6O2